Entry 1:
13
Properties=species:S:1:pos:R:3 method="wB97M-V/def2-TZVPD" orbital_gap_ev=8.90 max_force_ev_per_a=6.62 smiles="N#CC1=NNC[C@H]1S" energy_ha=-717.7510
C 0.47987 0.36457 0.78445
C 1.73694 -0.17656 0.29001
C -0.49551 -0.73071 0.41558
C -1.88250 -0.42984 0.09234
H -0.83238 2.53410 0.02975
H 0.46799 0.51590 1.78386
H 2.07664 0.50658 -0.62898
H 2.45301 -0.18280 1.11019
H 2.07263 -1.80111 -1.14600
N 1.52508 -1.63574 -0.25327
N 0.11290 -1.63113 -0.42719
N -3.08399 -0.39163 -0.08308
S 0.30321 1.86701 -0.33115

***

Entry 2:
13
Properties=species:S:1:pos:R:3 method="wB97M-V/def2-TZVPD" orbital_gap_ev=8.76 max_force_ev_per_a=1.57 smiles=Nc1cnc(S)cn1 energy_ha=-717.8833
C 0.58496 0.96125 -0.20752
C -0.00692 0.30913 -1.30101
C -0.75319 -1.34357 0.04953
C -0.16755 -0.71084 1.13892
H 1.47768 2.58406 0.49226
H 1.05679 2.74354 -1.12008
H 0.07912 0.73652 -2.29843
H -1.50589 -3.05311 1.46102
H -0.24518 -1.11412 2.13688
N 1.30197 2.13095 -0.35468
N -0.66738 -0.81760 -1.17038
N 0.49017 0.44971 1.01752
S -1.64458 -2.87594 0.15597

***

Entry 3:
13
Properties=species:S:1:pos:R:3 method="wB97M-V/def2-TZVPD" orbital_gap_ev=8.50 max_force_ev_per_a=8.31 smiles="[H]/N=C(/C#C)N(N)C=S" energy_ha=-717.6974
C -1.17832 -0.82235 -0.13622
C 0.90425 0.42058 0.05766
C 1.72570 -0.79560 0.11571
C 2.44450 -1.82103 0.01602
H -1.92853 1.55115 -0.50596
H -1.51513 1.33349 1.17534
H -0.59737 -1.83175 -0.35356
H 0.45869 2.25855 -0.47187
H 2.85681 -2.72639 0.15578
N -1.16287 1.36146 0.13949
N -0.48144 0.29534 -0.15565
N 1.33155 1.60112 -0.06330
S -2.85785 -0.82458 0.02656

***

Entry 4:
15
Properties=species:S:1:pos:R:3 method="wB97M-V/def2-TZVPD" orbital_gap_ev="7.00 / 6.99" max_force_ev_per_a=3.31 total_charge=-1 energy_ha=-524.7522
C -0.21140 2.05288 0.45983
C -0.40662 -0.00416 -1.69742
C 0.88934 1.67584 1.09418
C -0.01837 -0.70194 -0.54497
N -0.72866 2.16551 -0.78186
N -0.70212 1.31331 -1.74156
N 0.02126 -2.01668 -0.68784
N 0.03940 -2.78208 0.36734
O -0.28163 -2.35906 1.47022
O 0.30180 -3.96094 0.18725
H -0.93846 2.59262 1.11147
H -0.67901 -0.59822 -2.51907
H 1.79539 1.25619 0.64165
H 0.83819 1.83886 2.15257
H 0.08089 -0.47212 0.48820

***

Copy entry 1 word for word.
13
Properties=species:S:1:pos:R:3 method="wB97M-V/def2-TZVPD" orbital_gap_ev=8.90 max_force_ev_per_a=6.62 smiles="N#CC1=NNC[C@H]1S" energy_ha=-717.7510
C 0.47987 0.36457 0.78445
C 1.73694 -0.17656 0.29001
C -0.49551 -0.73071 0.41558
C -1.88250 -0.42984 0.09234
H -0.83238 2.53410 0.02975
H 0.46799 0.51590 1.78386
H 2.07664 0.50658 -0.62898
H 2.45301 -0.18280 1.11019
H 2.07263 -1.80111 -1.14600
N 1.52508 -1.63574 -0.25327
N 0.11290 -1.63113 -0.42719
N -3.08399 -0.39163 -0.08308
S 0.30321 1.86701 -0.33115